(1)
Here is a 2-piece molecular cluster, C3H9N2S overall from the Open Molecules 2025 dataset. Energies are from ωB97M-V with the def2-TZVPD basis set.

Atoms and positions in Å:
C -0.592 -1.434 0.150
C -2.459 0.031 0.194
C 0.067 -0.069 -0.072
N 3.195 1.249 -0.023
N -1.965 -1.216 -0.168
S -0.941 1.261 -0.035
H 0.031 -2.159 -0.309
H -0.686 -1.637 1.278
H -3.304 0.331 -0.432
H -2.768 0.054 1.259
H 1.153 0.291 -0.208
H 3.381 1.979 0.686
H 4.117 0.938 -0.269
H 2.740 1.741 -0.849
H -1.971 -1.361 -1.201

The value obtained for the LUMO energy is -0.2179 Ha. As for the calculated total energy: -17063.9417 eV. The HOMO energy is -13.9976 eV. The total charge is +1. Its HOMO-LUMO gap is 0.2965 Eh.

---

(2)
Here is a 2-piece molecular cluster, C3H9N3 overall from the Open Molecules 2025 dataset. Energies are from ωB97M-V with the def2-TZVPD basis set.

Atoms and positions in Å:
C 1.920 0.916 -0.800
N 0.965 1.038 0.323
N 0.298 0.096 0.801
C 0.534 -1.270 0.480
H 1.348 1.108 -1.744
H 2.700 1.761 -0.848
H 2.404 -0.008 -0.972
H 1.307 -1.756 1.187
H 0.786 -1.662 -0.557
H -0.430 -1.568 0.884
C -2.416 0.479 0.604
N -2.165 0.260 -0.605
H -2.462 1.529 0.953
H -2.739 -0.319 1.267
H -2.051 -0.604 -0.973

The value obtained for the LUMO energy is 0.0354 Ha. As for the SMILES: C/N=N\C.C=N. As for the calculated total energy: -7723.3457 eV. The HOMO energy is -8.7797 eV. The total charge is 0. Its HOMO-LUMO gap is 0.3581 Eh.